[1]
Density functional theory data (ωB97M-V/def2-TZVPD) for the molecule H4NO2PS.

Summary:
- SMILES: NS(=O)(=O)P
- Multiplicity: 1
- Charge: 0
- HOMO: -10.73 eV

Atoms and positions in Å:
S  0.634  -0.011  -0.256
P  0.318  -0.227  1.870
O  1.764  0.849  -0.681
O  0.566  -1.298  -0.939
N  -0.835  0.770  -0.669
H  0.457  -1.626  1.569
H  -0.615  1.667  -0.958
H  -0.957  -0.235  1.257
H  -1.332  0.111  -1.193

Atom charges from the Löwdin analysis, given in e for atoms 1 to 5: number 1, S, carries 0.357; number 2, P, carries 0.730; number 3, O, carries -0.397; number 4, O, carries -0.400; number 5, N, carries -0.119

[2]
Density functional theory data (ωB97M-V/def2-TZVPD) for the molecule C17H19BrN2O3S.

Summary:
- SMILES: CCN(CC)S(=O)(=O)c1cccc(NC(=O)c2ccccc2Br)c1
- Multiplicity: 1
- Charge: 0
- HOMO: -8.92 eV

Atoms and positions in Å:
Br  3.124  -1.796  0.512
S  -2.964  0.239  -1.171
O  -2.393  -0.534  -2.235
O  3.295  2.367  1.055
O  -4.046  1.131  -1.468
N  -3.478  -0.809  0.004
N  2.009  1.023  -0.276
C  0.420  2.484  0.891
C  4.513  -0.684  -0.196
C  -2.736  -3.098  -0.460
C  3.182  1.452  0.271
C  -1.637  1.168  -0.394
C  -4.393  -0.307  1.000
C  -0.336  0.791  -0.642
C  -1.936  2.195  0.482
C  -5.482  -1.324  1.329
C  -2.531  -1.841  0.377
C  -0.895  2.852  1.119
C  6.716  -0.540  -1.121
C  4.382  0.701  -0.231
C  6.612  0.841  -1.147
C  5.458  1.453  -0.695
C  0.710  1.450  0.003
C  5.670  -1.305  -0.635
H  -2.965  2.477  0.635
H  -0.154  -0.003  -1.351
H  -5.057  -2.217  1.779
H  5.750  -2.380  -0.591
H  5.366  2.528  -0.691
H  -6.005  -1.606  0.420
H  -2.619  -2.845  -1.510
H  1.225  2.994  1.393
H  -4.848  0.582  0.561
H  -3.855  -0.019  1.917
H  -2.654  -2.063  1.441
H  -6.193  -0.888  2.026
H  -1.513  -1.466  0.228
H  -1.106  3.660  1.802
H  7.431  1.440  -1.512
H  -3.735  -3.497  -0.306
H  7.614  -1.027  -1.467
H  2.056  0.274  -0.954
H  -2.003  -3.852  -0.186

Atom charges from the Löwdin analysis, given in e for atoms 1 to 5: number 1, Br, carries 0.785; number 2, S, carries 0.668; number 3, O, carries -0.277; number 4, O, carries 0.097; number 5, O, carries -0.279